1.
# C19H23NO4S

The molecule C19H23NO4S at a distorted geometry (ωB97M-V with the def2-TZVPD basis set, the Open Molecules 2025 dataset).

Computed properties:
**SMILES**: CCOC(=O)C[C@H](NS(=O)(=O)Cc1ccccc1)c1ccc(C)cc1
**Electronic energy**: -1491.73886 hartree
**Highest occupied orbital energy**: -9.2 eV
**Energy above the lowest of the compared OMol25 structures with the same formula, charge and spin**: 40.5 kJ/mol
**Frontier orbital gap**: 9.76 eV

Each line ends with the Mulliken charge.
Positions of all 48 atoms, in Å:
C: -3.755 -1.287 -1.197  -0.9016
C: -3.078 -2.640 -1.363  -0.3114
H: -3.734 -3.452 -1.043  0.3205
H: -2.777 -2.789 -2.405  0.3055
O: -1.923 -2.742 -0.528  -0.3487
C: -0.781 -2.229 -0.994  0.5536
O: -0.661 -1.730 -2.082  -0.6187
C: 0.314 -2.334 0.039  -1.0126
H: -0.070 -2.824 0.933  0.2553
H: 1.160 -2.895 -0.359  0.6420
C: 0.806 -0.910 0.375  0.6870
N: 1.794 -0.986 1.434  -0.1942
S: 3.369 -1.359 1.129  1.1228
O: 3.398 -2.221 -0.013  -0.6102
O: 3.931 -1.819 2.365  -0.7192
C: 4.224 0.215 0.721  -1.3871
C: 3.457 0.934 -0.324  0.5556
C: 3.482 0.478 -1.639  -0.0854
C: 2.719 1.102 -2.610  -0.6797
C: 1.931 2.193 -2.280  -0.4238
C: 1.903 2.655 -0.975  -0.5528
C: 2.657 2.025 -0.001  -0.1576
H: 2.629 2.386 1.018  0.3785
H: 1.289 3.503 -0.712  0.4036
H: 1.338 2.681 -3.040  0.4002
H: 2.737 0.735 -3.624  0.3985
H: 4.086 -0.381 -1.887  0.3807
H: 5.209 -0.099 0.386  0.4603
H: 4.299 0.759 1.658  0.4274
H: 1.643 -0.404 2.238  0.4081
C: -0.367 -0.052 0.776  -0.4273
C: -0.875 0.896 -0.101  -0.1026
C: -1.986 1.643 0.241  -1.2062
C: -2.620 1.464 1.465  1.2346
C: -2.107 0.514 2.339  -1.2425
C: -0.997 -0.238 2.000  -0.1131
H: -0.623 -0.982 2.687  0.4786
H: -2.588 0.354 3.294  0.3541
C: -3.817 2.287 1.831  -1.6136
H: -4.468 2.423 0.970  0.3763
H: -3.502 3.273 2.171  0.3214
H: -4.383 1.817 2.632  0.3878
H: -2.373 2.375 -0.455  0.3759
H: -0.402 1.035 -1.062  0.8003
H: 1.263 -0.502 -0.532  -0.1730
H: -4.669 -1.261 -1.783  0.4424
H: -3.993 -1.113 -0.150  0.2167
H: -3.090 -0.497 -1.537  0.1940

***

2.
# C19H24AgO4PS3

A structure of composition C19H24AgO4PS3 at a distorted geometry (ωB97M-V with the def2-TZVPD basis set, the Open Molecules 2025 dataset).

Computed properties:
**Electronic energy**: -2722.20987 hartree
**Highest occupied orbital energy**: -7.8 eV
**Energy above the lowest of the compared OMol25 structures with the same formula, charge and spin**: 61.7 kJ/mol
**Frontier orbital gap**: 8.24 eV

Each line ends with the Mulliken charge.
Positions of all 52 atoms, in Å:
Ag: 0.595 -0.656 -0.142  0.5047
C: -0.193 2.937 3.475  -1.2774
C: 0.348 1.804 2.558  0.1708
O: 1.725 1.531 2.923  -0.3056
P: 2.774 0.873 1.874  -0.0705
O: 3.884 0.385 2.909  -0.3576
C: 5.223 0.570 2.485  -0.2763
C: 5.872 1.615 3.338  -1.2090
O: 2.014 -0.558 1.478  0.1641
C: 1.679 -1.543 2.522  -0.0409
C: 1.474 -2.879 1.940  -1.1134
H: -1.357 2.986 3.387  0.3159
H: 0.193 3.921 3.214  0.3334
H: 0.091 2.762 4.498  0.3429
H: 0.261 2.046 1.477  0.2399
H: -0.256 0.842 2.750  0.0967
H: 5.223 0.931 1.457  0.4107
H: 5.702 -0.405 2.552  0.2939
H: 5.481 2.649 3.305  0.2909
H: 6.926 1.776 3.091  0.3894
H: 5.869 1.330 4.405  0.2924
H: 0.856 -1.134 3.099  0.2832
H: 2.545 -1.563 3.170  0.2963
H: 0.804 -2.869 1.099  0.2380
H: 0.989 -3.474 2.720  0.3581
H: 2.410 -3.327 1.566  0.2888
O: -0.467 -1.514 -1.698  -1.1709
C: -1.523 -0.805 -2.249  2.2185
C: -1.078 0.589 -2.521  -0.1617
C: -1.402 1.792 -1.889  -0.3183
C: -0.707 2.862 -2.483  -0.6324
C: 0.220 2.527 -3.423  -0.5737
S: 0.180 0.818 -3.730  -0.0979
C: -2.719 -0.850 -1.330  -0.3749
C: -3.915 -0.179 -1.332  -0.3326
C: -4.822 -0.572 -0.263  -0.7924
C: -4.262 -1.559 0.514  -0.5381
S: -2.686 -1.946 -0.051  -0.0891
C: -1.920 -1.541 -3.554  -0.2980
C: -3.033 -1.367 -4.378  -0.4692
C: -3.188 -2.407 -5.351  -0.4997
C: -2.241 -3.372 -5.233  -0.4881
S: -1.199 -3.033 -3.882  -0.1220
H: -2.110 1.782 -1.076  0.6709
H: -0.824 3.934 -2.218  0.3277
H: 0.965 3.171 -3.839  0.4531
H: -4.217 0.558 -2.055  0.5335
H: -5.793 -0.138 -0.109  0.4115
H: -4.591 -2.068 1.375  0.4956
H: -3.727 -0.574 -4.378  0.4281
H: -3.988 -2.427 -6.084  0.3791
H: -2.086 -4.230 -5.912  0.3819

***

3.
# C19H24BrClF11NO4P

A cluster of 2 separate species, C19H24BrClF11NO4P in total at a distorted geometry (ωB97M-V with the def2-TZVPD basis set, the Open Molecules 2025 dataset).

Computed properties:
**Charge**: +1
**Electronic energy**: -5568.09782 hartree
**Highest occupied orbital energy**: -13.2 eV
**Frontier orbital gap**: 8.87 eV

Each line ends with the Mulliken charge.
Positions of all 62 atoms, in Å:
C: -1.100 4.734 1.396  -1.1445
C: -0.908 4.223 2.862  -0.0125
Br: -2.565 3.393 3.496  -0.1285
C: 0.330 3.294 3.003  -1.8669
C: 0.032 1.813 2.946  0.7089
C: 0.112 1.185 1.730  -0.1377
N: -0.100 -0.123 1.604  0.1704
C: 0.061 -0.693 0.232  -1.5410
C: 1.587 -0.971 0.048  -0.5643
C: 1.884 -1.819 -1.186  0.8005
F: 1.098 -1.481 -2.216  -0.2069
F: 1.715 -3.111 -0.873  -0.2452
F: 3.172 -1.649 -1.517  -0.2722
C: -0.404 -0.903 2.650  -0.1051
P: -0.657 -2.715 2.506  0.7279
O: -1.618 -3.076 1.470  -0.6762
O: 0.811 -3.281 2.253  -0.4975
O: -1.122 -3.339 3.908  -0.5496
C: -0.508 -0.346 3.893  0.2322
C: -0.288 1.020 4.050  0.5495
C: -0.369 1.602 5.452  -1.1458
C: 0.631 0.867 6.379  -0.7003
C: 2.091 1.269 6.169  -0.5812
Cl: 2.848 0.502 4.727  -0.1726
H: -0.357 4.322 0.708  0.3134
H: -1.096 5.826 1.352  0.3069
H: -2.090 4.402 1.069  0.3440
H: -0.761 5.123 3.462  0.5594
H: 1.000 3.505 2.161  0.6793
H: 0.902 3.519 3.909  0.3232
H: 0.359 1.772 0.851  0.4278
H: -0.548 -1.588 0.091  0.4206
H: -0.194 0.096 -0.479  0.4831
H: 1.900 -1.511 0.949  0.4165
H: 2.129 -0.019 0.061  0.3764
H: 0.807 -4.225 2.493  0.3650
H: -1.962 -2.925 4.164  0.3626
H: -0.736 -0.982 4.741  0.6388
H: -1.379 1.381 5.824  0.4078
H: -0.255 2.686 5.477  0.3599
H: 0.375 1.134 7.414  0.4612
H: 0.561 -0.224 6.319  0.3424
H: 2.659 0.917 7.036  0.4347
H: 2.247 2.350 6.129  0.3239
C: -0.089 -0.874 -5.357  -0.6945
C: -1.626 -1.005 -5.395  0.9197
C: -2.213 -2.411 -5.557  0.0921
F: -1.852 -2.984 -6.716  -0.2182
F: -3.564 -2.335 -5.555  -0.2680
F: -2.115 -0.179 -6.340  -0.2723
F: -2.079 -0.530 -4.193  -0.3256
O: 0.575 -0.485 -6.555  -0.4141
C: 0.933 -1.433 -7.505  0.7729
C: 0.213 -1.215 -8.839  0.1967
F: -1.123 -1.276 -8.688  -0.2174
F: 0.573 -2.179 -9.713  -0.2504
F: 0.762 -2.677 -7.024  -0.2797
F: 2.258 -1.284 -7.714  -0.2936
H: 0.110 -0.047 -4.676  0.3767
H: 0.385 -1.740 -4.896  0.3734
H: -1.908 -3.059 -4.730  0.2769
H: 0.471 -0.240 -9.258  0.2372

***

4.
# C19H24CdCl2N5O2S3Si

A structure of composition C19H24CdCl2N5O2S3Si at a distorted geometry (ωB97M-V with the def2-TZVPD basis set, the Open Molecules 2025 dataset).

Computed properties:
**Charge**: -1
**Electronic energy**: -3735.02453 hartree
**Highest occupied orbital energy**: -4.2 eV
**Energy above the lowest of the compared OMol25 structures with the same formula, charge and spin**: 160.5 kJ/mol
**Frontier orbital gap**: 6.68 eV

Each line ends with the Mulliken charge.
Positions of all 57 atoms, in Å:
Cd: -1.126 0.125 -0.836  1.1168
C: -1.901 3.207 4.012  -1.0874
Si: -0.195 2.478 4.411  0.2703
C: -0.282 1.641 6.135  -1.1046
C: 1.037 3.935 4.621  -1.1151
C: 0.582 1.277 3.172  0.1247
C: 1.885 0.869 3.402  -0.1988
C: 2.559 0.070 2.484  -1.2685
C: 1.871 -0.309 1.347  -0.3151
N: 0.620 0.029 1.106  0.1266
C: -0.029 0.817 1.979  0.4552
S: -1.628 1.210 1.532  -0.5523
H: -2.193 3.935 4.765  0.3153
H: -2.656 2.431 3.968  0.3129
H: -1.895 3.697 3.045  0.3399
H: -0.642 2.352 6.874  0.3065
H: 0.691 1.292 6.468  0.3271
H: -0.955 0.790 6.144  0.3411
H: 0.668 4.640 5.360  0.3160
H: 1.180 4.477 3.692  0.3455
H: 2.015 3.598 4.952  0.3266
H: 2.391 1.191 4.304  0.2819
H: 3.586 -0.236 2.635  0.3568
H: 2.353 -0.902 0.582  0.4078
Cl: -2.129 -2.241 0.739  -0.0136
C: -3.823 -1.728 0.670  -0.4335
Cl: -4.034 -0.497 -0.586  -0.1099
H: -4.076 -1.291 1.633  0.3119
H: -4.437 -2.590 0.417  0.3306
O: 1.273 -1.135 -3.827  -0.6950
C: 0.790 -0.150 -3.268  0.1733
O: 0.745 -0.025 -1.993  -0.9347
C: 0.288 0.997 -4.115  0.4806
C: 1.098 1.336 -5.195  -0.4926
C: 0.759 2.335 -6.088  -0.6152
C: -0.447 3.001 -5.927  -0.4626
C: -1.273 2.670 -4.876  -0.8149
C: -0.920 1.691 -3.936  0.6089
S: -2.109 1.452 -2.680  -0.6921
H: 2.019 0.785 -5.319  0.3876
H: 1.414 2.583 -6.912  0.3519
H: -0.738 3.778 -6.622  0.3369
H: -2.224 3.170 -4.750  0.3817
C: 2.265 -4.972 -0.983  -1.3706
C: 1.002 -4.711 -1.715  1.1360
N: 0.387 -5.543 -2.506  -0.9449
N: -0.698 -4.867 -2.951  0.2518
C: -0.769 -3.609 -2.441  0.0056
S: -1.938 -2.481 -2.716  -0.4007
N: 0.333 -3.526 -1.631  0.3331
N: 0.639 -2.464 -0.815  -0.3173
H: 2.656 -5.942 -1.279  0.3593
H: 2.089 -4.964 0.094  0.3086
H: 3.002 -4.203 -1.220  0.3284
H: -1.332 -5.280 -3.613  0.1707
H: 1.541 -2.632 -0.388  0.1557
H: 0.708 -1.560 -1.356  0.4560